1.
Molecular formula: C2H2BrF3O
Method: DFT, ωB97M-V/def2-TZVPD

```
9
Properties=species:S:1:pos:R:3:lowdin_charge:R:1
C 0.4821 0.3737 -0.1812 -0.809
C -0.8287 -0.2088 0.1852 -0.785
O 1.3006 -0.3123 -1.0293 -0.038
F -1.4512 0.3420 1.1690 0.175
F -1.7110 -0.1874 -0.8028 0.142
F -0.5452 -1.5317 0.4564 0.095
Br 0.3087 2.0857 -0.8593 0.869
H 1.0549 0.5620 1.5615 0.235
H 1.3899 -1.1231 -0.4995 0.116
```

## Properties
E_LUMO: -0.4 eV
Gap between HOMO and LUMO: 0.3543 Ha
ΔE to the lowest compared entry with this formula, charge and spin: 276.72 kJ/mol
Charge: 0
DFT total energy: -3026.156356 Ha

***

2.
Molecular formula: C37H39ClF32N3O8P2S
Method: DFT, ωB97M-V/def2-TZVPD

```
123
Properties=species:S:1:pos:R:3:lowdin_charge:R:1
C 2.8251 0.5197 4.5444 -0.229
P 1.9579 -1.0931 4.1308 0.950
O 3.2168 -2.1594 3.8831 -0.324
C 1.0608 -0.7117 2.5050 -0.296
N 0.4681 0.4833 2.4597 0.062
N -0.1705 0.7944 1.3627 -0.170
P -0.9179 2.4423 1.4286 0.866
N -0.0252 3.3808 0.5390 -0.244
C -0.3861 0.1032 0.2283 -0.159
C -1.1653 0.6282 -0.9953 -0.158
S -2.8644 -0.0883 -1.1739 0.737
O -3.6928 0.9925 -1.6776 -0.331
O -2.8266 -1.1329 -2.1887 -0.331
C 0.1784 -1.2540 0.1794 -0.054
C -0.0187 -2.1996 -1.0010 -0.019
C -1.0627 -3.3261 -0.5896 -0.310
O -0.8330 -4.4795 -0.8758 0.130
C -2.3554 -3.0228 0.1886 -0.157
C -3.6061 -3.4064 -0.4177 -0.015
C -4.8292 -3.1631 0.2684 -0.045
C -4.8827 -2.5319 1.5528 -0.051
C -3.6488 -2.1692 2.1760 -0.073
C -2.4239 -2.4132 1.4803 -0.068
C 0.9365 -1.6171 1.3613 -0.088
C 1.6084 -3.0095 1.3609 -0.114
C 2.8759 -2.9744 0.4472 -0.213
C 4.0389 -2.0681 0.9697 -0.574
Cl 5.0242 -1.3665 -0.3634 0.622
H 2.6403 0.7073 5.6156 0.037
H 3.9136 0.3613 4.3668 0.059
H 2.4321 1.3024 3.8690 0.033
H 2.8914 -3.0422 4.1217 0.054
H -2.2575 2.4147 0.9612 0.046
H -0.8233 2.9121 2.7634 0.029
H -0.5801 3.8053 -0.2068 0.016
H -1.1644 1.7271 -1.1028 0.083
H -0.6245 0.2336 -1.8863 0.124
H -3.3315 -0.5253 0.0462 0.095
H 0.8884 -2.7447 -1.3155 0.122
H -0.4483 -1.7240 -1.9050 0.115
H -3.5805 -3.8917 -1.4052 0.133
H -5.7941 -3.4362 -0.1907 0.119
H -5.8361 -2.3232 2.0666 0.116
H -3.6353 -1.6753 3.1651 0.111
H -1.5003 -2.1087 2.0048 0.096
H 0.8849 -3.6992 0.8630 0.116
H 1.7739 -3.4245 2.3684 0.106
H 3.2913 -4.0029 0.3323 0.133
H 2.6603 -2.6368 -0.5903 0.077
H 4.6315 -2.6252 1.7172 0.080
H 3.5967 -1.1971 1.5068 0.049
C 3.1373 -3.3627 -5.7580 -0.040
C 4.0287 -3.6834 -6.9748 -0.440
C 5.1581 -4.6920 -6.7532 -0.304
F 6.0495 -4.2709 -5.8351 0.095
F 5.8428 -4.8735 -7.9060 0.102
F 4.5100 -2.5281 -7.4831 0.135
F 3.2087 -4.2069 -7.9293 0.110
O 3.4289 -2.1710 -5.0235 0.036
C 4.3975 -2.2121 -4.0245 -0.527
C 5.5985 -1.3137 -4.3356 -0.283
F 6.1901 -1.6682 -5.4896 0.110
F 6.5263 -1.4230 -3.3557 0.084
F 4.7487 -3.4855 -3.7743 0.142
F 3.7974 -1.7570 -2.8956 0.061
H 2.1426 -3.1791 -6.1663 0.148
H 3.0150 -4.2236 -5.0992 0.143
H 4.7602 -5.6620 -6.4399 0.174
H 5.2881 -0.2692 -4.4147 0.178
C -0.2431 1.7934 8.6292 -0.031
C -1.4705 2.2591 9.4381 -0.441
C -2.6472 1.2847 9.5236 -0.302
F -3.1746 1.0097 8.3122 0.090
F -3.6386 1.8272 10.2651 0.106
F -1.8755 3.4604 8.9690 0.134
F -1.0379 2.4735 10.7105 0.116
O -0.1278 2.2628 7.2811 0.044
C -0.7816 1.5773 6.2690 -0.521
C -1.8558 2.4296 5.5877 -0.289
F -2.7855 2.8414 6.4595 0.122
F -2.4943 1.7006 4.6291 0.064
F -1.2579 0.4095 6.7311 0.145
F 0.1650 1.2605 5.3459 0.085
H 0.6207 2.2308 9.1310 0.151
H -0.0897 0.7157 8.6968 0.145
H -2.3445 0.3464 9.9982 0.175
H -1.4084 3.3111 5.1212 0.165
C 5.6087 4.5021 0.7419 -0.040
C 6.1172 5.0024 -0.6252 -0.439
C 6.2017 6.5184 -0.8154 -0.304
F 5.0003 7.1169 -0.7097 0.096
F 6.6687 6.7989 -2.0550 0.100
F 5.3753 4.4361 -1.6043 0.128
F 7.3801 4.5113 -0.7730 0.108
O 4.2343 4.1221 0.8345 0.031
C 3.2769 5.1027 1.0866 -0.523
C 2.2918 5.2618 -0.0743 -0.308
F 2.9242 5.5947 -1.2198 0.096
F 1.4030 6.2512 0.1860 0.092
F 3.8732 6.2587 1.4246 0.146
F 2.5947 4.6923 2.1843 0.124
H 6.1484 3.5729 0.9303 0.147
H 5.9002 5.1653 1.5574 0.145
H 6.8846 6.9662 -0.0872 0.175
H 1.7417 4.3345 -0.2458 0.113
C -7.1559 0.0152 -6.2857 -0.039
C -7.6373 -1.4386 -6.4679 -0.439
C -8.8165 -1.8869 -5.6019 -0.302
F -8.5388 -1.8314 -4.2843 0.091
F -9.1257 -3.1765 -5.8791 0.097
F -6.5847 -2.2740 -6.3139 0.129
F -8.0307 -1.5581 -7.7673 0.109
O -6.0209 0.2332 -5.4469 0.044
C -6.2096 0.3570 -4.0731 -0.516
C -5.5257 -0.7713 -3.2951 -0.294
F -5.9912 -1.9833 -3.6677 0.099
F -5.7616 -0.6568 -1.9632 0.072
F -7.5221 0.4625 -3.7892 0.143
F -5.6505 1.5328 -3.7178 0.145
H -6.8151 0.3346 -7.2714 0.149
H -7.9753 0.6921 -6.0401 0.146
H -9.7022 -1.2766 -5.8016 0.175
H -4.4527 -0.7587 -3.4580 0.132
```

## Properties
E_LUMO: -4.9 eV
Gap between HOMO and LUMO: 0.2652 Ha
Charge: +1
DFT total energy: -6935.905788 Ha

***

3.
Molecular formula: C5H24N2O7
Method: DFT, ωB97M-V/def2-TZVPD

```
38
Properties=species:S:1:pos:R:3:lowdin_charge:R:1
C -3.8464 -0.6446 -0.5349 -0.111
C -2.9146 -1.7978 -0.9666 -0.289
N -1.4899 -1.6359 -0.7525 -0.073
C -1.0934 -1.5706 0.6510 -0.201
C -1.0081 -0.1220 1.1345 -0.192
N -0.2477 0.6447 0.1368 0.056
C 0.2817 1.8375 0.4953 -0.298
O 1.1488 2.3503 -0.2258 -0.046
H -4.8478 -0.8162 -0.9186 0.071
H -3.4133 0.3257 -0.7793 0.071
H -3.9584 -0.5569 0.5572 0.059
H -3.0734 -1.5830 -2.0363 0.108
H -3.4228 -2.7466 -0.7995 0.108
H -1.0940 -2.4326 -1.2370 0.114
H -1.7534 -2.1477 1.3038 0.127
H -0.0741 -1.9111 0.7658 0.097
H -0.4939 -0.1194 2.0967 0.080
H -1.9993 0.3240 1.2200 0.102
H -0.4031 0.3124 -0.8058 0.124
H 0.0160 2.1797 1.4984 0.133
O 0.7249 1.3821 3.8706 -0.061
H 1.2988 1.9875 4.3519 0.044
H 1.3247 0.6830 3.5710 0.006
O 3.1662 0.4373 -1.7511 -0.045
H 2.3486 0.8557 -1.4501 0.007
H 3.6875 1.1180 -2.1857 0.071
O 0.9312 3.1811 -2.9281 -0.071
H 0.6787 3.9499 -2.4070 0.032
H 0.7573 2.4647 -2.3068 -0.014
O 3.2015 0.0204 1.1769 -0.052
H 2.7745 0.7621 0.7222 0.023
H 3.5474 -0.4187 0.3826 0.052
O 1.1291 -1.1508 2.5611 -0.079
H 1.5135 -1.4169 3.4016 0.065
H 1.8720 -1.0271 1.9416 0.025
O 1.5185 -1.2868 -3.2405 -0.062
H 1.6848 -0.7478 -4.0177 0.036
H 1.5279 -0.6837 -2.4956 -0.017
```

## Properties
E_LUMO: 0.4 eV
Gap between HOMO and LUMO: 0.3618 Ha
SMILES string: CCNCCNC=O.O.O.O.O.O.O
ΔE to the lowest compared entry with this formula, charge and spin: 181.17 kJ/mol
Charge: 0
DFT total energy: -841.078623 Ha

***

4.
Molecular formula: C4H6N2O
Method: DFT, ωB97M-V/def2-TZVPD

```
13
Properties=species:S:1:pos:R:3:lowdin_charge:R:1
H -2.2710 1.6058 -1.0179 0.058
N -1.6166 0.8356 -0.9086 0.127
C -1.7593 0.2943 0.2218 -0.311
O -1.0346 -0.7602 0.6441 -0.083
C 0.1542 -1.0568 -0.0860 -0.181
C 1.3182 -0.2307 0.5058 -0.138
C 1.8913 0.7594 -0.4093 -0.229
N 2.3673 1.5365 -1.1207 0.140
H -2.4547 0.5865 1.0115 0.133
H 0.0117 -0.8572 -1.1500 0.113
H 0.3279 -2.1231 0.0676 0.125
H 0.9391 0.2924 1.3899 0.126
H 2.1264 -0.8825 0.8518 0.119
```

## Properties
E_LUMO: 0.7 eV
Gap between HOMO and LUMO: 0.4139 Ha
SMILES string: [H]/N=C/OCCC#N
ΔE to the lowest compared entry with this formula, charge and spin: 145.97 kJ/mol
Charge: 0
DFT total energy: -340.739313 Ha